Record 1
Entry from OMol25: a molecular structure, C24H51AlBr2ClFMgN7O10PS2 (ωB97M-V with the def2-TZVPD basis set).

Its charge is +2. As for the max |F|: 6.2 eV/Å. The calculation puts the LUMO energy at -9.399 eV. The multiplicity is 1. For the total energy, the calculation gives -254914.4114 eV. Its HOMO-LUMO gap is 1.40 eV.

Last column: Mulliken charge in e.
Element x y z (Å)
C  0.00533  0.94783  -1.69123  -0.542
C  -1.04075  0.09599  -2.44476  -0.089
Br  -1.15908  0.67486  -4.34003  -0.065
C  -2.46428  0.08905  -1.73622  -0.461
Br  -3.18131  -1.71734  -2.06829  0.059
N  -3.30246  1.17016  -2.31693  0.352
C  -4.71944  1.05683  -1.95274  -0.413
C  -5.11716  0.74056  -0.61827  0.029
C  -6.54428  0.72903  -0.48080  0.070
C  -7.36445  1.00299  -1.59609  -0.182
N  -7.03601  1.25992  -2.87427  -0.524
C  -5.69571  1.26696  -2.95517  -0.235
S  -2.80654  2.72469  -1.72131  1.339
O  -1.96127  3.42405  -2.67066  -0.550
O  -4.00268  3.48265  -1.48926  -0.538
F  -2.07814  2.54812  -0.28088  -0.272
H  -0.06474  0.89396  -0.58568  0.370
H  -0.20839  2.02895  -1.99236  -0.525
H  1.05530  0.73941  -2.01701  0.596
H  -0.63570  -0.93977  -2.49683  0.508
H  -2.29850  0.16387  -0.64299  0.484
H  -4.45698  0.52759  0.23551  0.482
H  -7.00719  0.52202  0.52096  0.370
H  -8.47105  1.01274  -1.41008  0.055
H  -5.30106  1.47277  -3.97467  0.441
Mg  0.76224  3.53179  -2.34949  0.638
O  0.35914  -2.24817  -1.26285  -0.532
S  0.22512  -3.57964  -0.65506  1.258
O  -1.19021  -3.93445  -0.54174  -0.490
O  0.82839  -3.56282  0.68840  -0.416
O  0.91252  -4.56953  -1.49074  -0.420
C  -7.85176  4.72359  -0.03264  -0.312
O  -8.72553  3.62822  -0.12601  -0.401
H  -6.94727  4.50342  -0.59850  0.221
H  -8.36029  5.66533  -0.48193  0.089
H  -7.59469  4.91210  1.01361  0.335
H  -9.52028  3.85358  0.38065  0.323
Al  -8.91676  0.74417  0.81586  0.657
O  -1.39521  -5.08290  -3.16341  -0.545
H  -1.22733  -5.75659  -3.83196  0.263
H  -2.15205  -5.42224  -2.67294  0.302
Cl  -9.36822  6.66961  -1.28240  -0.279
C  6.21247  3.48938  -5.70575  -1.110
C  5.11489  3.17268  -6.71578  -0.466
C  3.73577  3.01224  -6.06767  -0.322
C  3.75584  1.89551  -5.09125  0.174
N  3.77303  1.03389  -4.33744  -0.370
H  6.33983  2.68027  -4.98344  0.338
H  7.16772  3.62350  -6.21365  0.325
H  5.98802  4.40791  -5.15729  0.291
H  5.37821  2.25831  -7.25224  0.304
H  5.06771  3.97549  -7.45421  0.314
H  2.98377  2.80055  -6.82965  0.289
H  3.44650  3.93070  -5.55154  0.254
O  3.65557  -1.93799  0.65581  -0.818
P  5.05878  -2.11200  1.22251  0.851
N  5.41474  -0.42595  1.33825  0.177
C  5.27400  0.44949  0.18172  -1.038
C  4.73153  0.18861  2.47505  -1.141
N  5.70389  -2.87723  -0.17333  0.317
C  6.63364  -2.27686  -1.10635  -1.022
C  4.80916  -3.78577  -0.88381  -0.892
N  6.62180  -2.49219  1.99569  0.124
C  6.44287  -3.40576  3.14050  -1.097
C  7.67047  -1.53199  2.30633  -0.937
H  5.58513  1.46469  0.44324  0.409
H  4.24774  0.49192  -0.19978  0.248
H  5.93577  0.15358  -0.62924  0.278
H  4.90138  -0.39789  3.38498  0.321
H  3.64886  0.24979  2.31240  0.283
H  5.11773  1.19156  2.66834  0.379
H  6.11591  -1.64975  -1.84016  0.407
H  7.17335  -3.05368  -1.65312  0.370
H  7.39700  -1.68100  -0.60822  0.239
H  4.13191  -3.23787  -1.55418  0.268
H  4.20168  -4.35847  -0.18421  0.315
H  5.37541  -4.50631  -1.47729  0.378
H  5.99849  -2.88462  3.99395  0.304
H  7.38832  -3.84684  3.45210  0.443
H  5.77938  -4.23231  2.86613  0.324
H  7.41433  -0.88962  3.15529  0.346
H  7.91868  -0.90092  1.45656  0.297
H  8.58815  -2.07093  2.55974  0.358
C  -10.30352  0.54912  5.45007  -0.986
C  -9.32761  1.46331  6.18378  -0.406
C  -9.60338  2.95082  5.93965  -0.437
C  -9.48064  3.26402  4.49730  0.257
N  -9.38575  3.50776  3.38325  -0.396
H  -10.22964  0.66906  4.36567  0.164
H  -10.08795  -0.49588  5.67635  0.335
H  -11.33370  0.75461  5.74797  0.318
H  -8.30862  1.22086  5.87053  0.279
H  -9.38978  1.26325  7.25472  0.310
H  -8.89048  3.56249  6.49433  0.289
H  -10.60806  3.21507  6.27458  0.295
C  7.65458  -6.63331  5.58302  -0.546
O  7.20395  -5.29145  5.40480  -0.442
H  8.00853  -7.00986  4.62556  0.227
H  8.47352  -6.65937  6.30486  0.262
H  6.83197  -7.25998  5.93437  0.253
H  6.89595  -4.97802  6.26144  0.266

***

Record 2
Entry from OMol25: a molecular structure, C24H51AsBr4O5PPtSbSi3 (ωB97M-V with the def2-TZVPD basis set).

As for the max |F|: 0.7 eV/Å. The calculation puts the LUMO energy (alpha / beta) at 0.286 / -1.200 eV. The multiplicity is 3. For the total energy, the calculation gives -419672.2618 eV. Its HOMO-LUMO gap (alpha / beta) is 6.51 / 5.53 eV.

Last column: Löwdin spin population.
Element x y z (Å)
Pt  0.68546  -0.97208  0.01842  0.958
Br  -0.76802  -4.71492  5.88875  0.002
C  -0.89950  -3.93562  4.17836  0.006
C  -2.00689  -4.17825  3.36820  0.009
Br  -3.40204  -5.29718  3.96291  0.003
C  -2.08106  -3.58353  2.10799  0.012
Br  -3.55004  -3.86688  0.95239  0.002
C  -1.07971  -2.73352  1.63237  0.013
O  -1.14879  -2.14576  0.46326  0.194
C  0.05680  -2.50138  2.45545  0.007
O  1.00743  -1.70179  2.01585  0.159
C  0.11967  -3.10568  3.70957  0.011
Br  1.66876  -2.74181  4.73029  0.002
C  4.39707  0.34397  -0.72179  0.016
As  3.11303  -0.52611  0.45801  0.102
C  3.86861  -2.31714  0.49290  0.018
C  3.69275  0.10194  2.19593  0.034
H  4.27986  -0.04117  -1.73243  0.000
H  5.40810  0.13183  -0.37232  0.003
H  4.23471  1.41893  -0.74175  0.000
H  4.92073  -2.28229  0.77834  0.003
H  3.77114  -2.77135  -0.49194  0.001
H  3.30400  -2.90295  1.21611  0.000
H  3.49820  1.16849  2.30030  0.000
H  4.76007  -0.09005  2.30959  0.006
H  3.12164  -0.44941  2.94172  0.000
C  3.01484  -2.89310  -4.29752  0.001
C  2.38599  -2.39368  -3.02062  0.007
O  1.15839  -1.72332  -3.35240  0.035
P  0.45339  -0.78745  -2.23831  0.062
O  -1.03541  -0.84401  -2.81855  0.018
C  -1.71641  -2.04323  -3.26081  0.001
C  -1.38043  -3.29038  -2.47682  0.003
O  0.88015  0.70677  -2.65807  0.003
C  0.89158  1.13846  -4.03171  0.000
C  2.31824  1.37525  -4.46814  0.000
H  3.97363  -3.36515  -4.08016  0.000
H  3.18262  -2.07052  -4.99294  0.000
H  2.37037  -3.62556  -4.78293  0.000
H  3.05068  -1.70518  -2.49660  0.001
H  2.15613  -3.21913  -2.34208  0.003
H  -1.48906  -2.15958  -4.32194  0.000
H  -2.77400  -1.80235  -3.15976  0.000
H  -0.35358  -3.61187  -2.65379  0.001
H  -2.04062  -4.09377  -2.80879  0.000
H  -1.53121  -3.13943  -1.40711  0.001
H  0.30958  2.05967  -4.06856  0.000
H  0.39582  0.40087  -4.66435  0.000
H  2.79785  2.11639  -3.82765  0.000
H  2.34470  1.73711  -5.49716  0.000
H  2.89503  0.45108  -4.41459  0.000
C  -3.63429  3.35137  -0.18096  0.015
Si  -2.87376  1.81529  -0.92253  0.028
C  -4.03734  0.36240  -0.82571  0.000
C  -2.40869  2.21173  -2.67668  0.000
Sb  -0.92882  1.07857  0.56195  0.183
Si  -2.05020  0.70674  2.85167  0.020
C  -3.37980  -0.58798  2.68558  0.000
C  -0.71655  0.24918  4.06862  -0.001
C  -2.83842  2.32367  3.37698  0.013
Si  0.53550  3.10849  1.04440  0.024
C  -0.37243  4.69944  0.69198  0.010
C  2.06036  3.00156  -0.03875  0.001
C  1.05009  3.05056  2.83399  0.002
H  -4.63934  3.48271  -0.59377  0.002
H  -3.04848  4.23428  -0.43777  0.000
H  -3.72008  3.30668  0.90300  0.001
H  -4.76237  0.38634  -1.64348  0.000
H  -4.58808  0.37657  0.11720  0.000
H  -3.49447  -0.58574  -0.87026  0.000
H  -3.32929  2.22330  -3.26806  0.000
H  -1.73377  1.47725  -3.10774  0.000
H  -1.95319  3.20226  -2.74218  0.000
H  -3.29516  -1.31908  3.49307  0.000
H  -3.31726  -1.13297  1.74500  0.000
H  -4.36583  -0.12111  2.74366  0.000
H  0.17058  -0.16343  3.58601  -0.001
H  -1.10166  -0.51506  4.74878  0.000
H  -0.42186  1.11935  4.65734  0.000
H  -3.73501  2.53803  2.79486  0.000
H  -2.15907  3.17428  3.29425  0.001
H  -3.14028  2.23787  4.42549  0.002
H  -0.61469  4.78734  -0.36908  0.000
H  0.26032  5.54866  0.96564  0.002
H  -1.30225  4.77166  1.25832  0.000
H  1.93161  2.28241  -0.84917  0.000
H  2.91467  2.68709  0.56508  0.000
H  2.29682  3.97724  -0.47085  0.000
H  0.22340  3.24695  3.51756  0.000
H  1.82113  3.80789  3.00449  0.000
H  1.46772  2.07400  3.08695  0.000

***

Record 3
Entry from OMol25: 9 unconnected molecules or ions with the total composition C24H51BClN8O9P (ωB97M-V with the def2-TZVPD basis set).

As for the max |F|: 5.3 eV/Å. The calculation puts the LUMO energy at -0.709 eV. The multiplicity is 1. For the total energy, the calculation gives -78547.9077 eV. Its HOMO-LUMO gap is 7.00 eV.

Last column: Mulliken charge in e.
Element x y z (Å)
C  -0.25313  0.54205  5.79807  -0.714
C  -0.61953  1.03317  4.26424  0.215
C  -1.92797  0.30424  3.56055  -0.396
C  -2.45164  0.68697  2.03771  -0.656
C  -1.57083  1.81936  1.22781  -0.041
C  -0.24180  2.59040  1.87778  -0.284
C  0.23281  2.18014  3.41758  0.818
C  1.54400  2.81728  4.16736  -0.856
B  2.15581  4.17580  3.47344  0.432
P  1.35481  5.91243  3.66982  0.222
O  2.63435  6.88096  4.42963  -0.544
Cl  -0.28727  5.61779  4.98357  -0.256
H  0.65136  1.14585  6.28073  0.283
H  -1.23685  0.75006  6.44142  0.256
H  0.05112  -0.60682  5.84674  0.126
H  -2.52571  -0.52803  4.14218  0.282
H  -3.39511  0.16610  1.57940  0.293
H  -1.83886  2.13858  0.12166  0.210
H  0.33354  3.36791  1.21926  0.204
H  2.40150  1.99214  4.09519  0.126
H  1.36073  3.03409  5.31401  0.206
H  3.15409  4.08064  2.85297  -0.079
H  2.63122  7.73822  3.90396  0.333
C  -4.23572  0.96978  -3.38993  -0.711
C  -3.93190  1.87299  -2.22987  0.475
N  -4.96120  2.65000  -1.79407  -0.275
O  -2.83177  1.92450  -1.69191  -0.656
H  -4.06730  -0.06753  -3.08822  0.184
H  -3.57323  1.22284  -4.22216  0.171
H  -5.27188  1.07288  -3.72412  0.331
H  -5.88380  2.64275  -2.20435  0.196
H  -4.78069  3.26731  -1.01294  0.211
C  -1.93652  -1.20781  -5.52321  -0.437
C  -2.76376  -0.79903  -6.70744  0.513
N  -2.48067  -1.43174  -7.87905  -0.394
O  -3.64563  0.05008  -6.64683  -0.630
H  -2.59654  -1.60233  -4.74595  0.153
H  -1.40188  -0.33328  -5.14254  0.082
H  -1.20547  -1.97781  -5.78511  0.290
H  -1.76468  -2.13676  -7.97843  0.194
H  -3.02522  -1.17306  -8.69168  0.248
C  0.94806  0.31761  -2.06489  -0.581
C  1.07716  -0.96981  -2.82629  0.494
N  2.34727  -1.40876  -3.04371  -0.284
O  0.11215  -1.60430  -3.23681  -0.652
H  0.37411  0.13635  -1.15212  0.088
H  0.42683  1.04970  -2.68770  0.239
H  1.92442  0.72554  -1.78877  0.323
H  3.17255  -0.92160  -2.72566  0.171
H  2.45988  -2.27469  -3.55490  0.238
C  2.64138  -6.73572  -4.70970  -0.832
C  2.41727  -5.57951  -3.77868  0.701
N  2.46615  -5.86698  -2.44898  -0.372
O  2.20182  -4.43781  -4.16912  -0.639
H  3.51414  -6.52697  -5.33429  0.151
H  1.75819  -6.86097  -5.34202  0.254
H  2.81622  -7.66763  -4.16480  0.341
H  2.64016  -6.79046  -2.07956  0.179
H  2.31811  -5.10364  -1.80151  0.193
C  -3.73241  7.03930  1.37353  -0.970
C  -3.60330  5.75188  0.61213  0.759
N  -2.33320  5.31293  0.39471  -0.217
O  -4.56831  5.11739  0.20161  -0.676
H  -4.30636  6.85804  2.28630  0.258
H  -4.25364  7.77139  0.75072  0.271
H  -2.75605  7.44722  1.64965  0.300
H  -1.50792  5.80009  0.71276  0.175
H  -2.22059  4.44700  -0.11648  0.065
C  3.23640  -1.76467  2.22437  -1.058
C  2.09091  -0.86328  2.58381  0.717
N  0.97451  -0.98253  1.81404  -0.205
O  2.13533  -0.06125  3.50963  -0.614
H  3.47264  -2.40068  3.08174  0.273
H  4.10592  -1.15245  1.97004  0.271
H  2.99713  -2.40409  1.37008  0.286
H  0.89048  -1.62763  1.04180  0.162
H  0.18879  -0.38527  2.03707  0.046
C  5.18387  -3.87558  -5.68632  -0.234
C  6.41162  -3.61756  -4.86177  0.457
N  7.21585  -2.60642  -5.29065  -0.367
O  6.69309  -4.26484  -3.85969  -0.638
H  4.29833  -3.74360  -5.05878  -0.089
H  5.21707  -4.90099  -6.06444  0.131
H  5.11490  -3.19146  -6.53671  0.306
H  7.02630  -2.04596  -6.10889  0.205
H  8.04971  -2.41345  -4.75096  0.229
C  -3.64877  -1.42879  8.60730  -0.947
C  -2.48615  -2.00727  7.85396  0.732
N  -1.27223  -1.90531  8.46153  -0.388
O  -2.59908  -2.54346  6.75756  -0.636
H  -4.37776  -2.22024  8.80114  0.274
H  -4.11059  -0.64357  8.00256  0.236
H  -3.33881  -0.99717  9.56310  0.336
H  -1.12926  -1.47302  9.36278  0.183
H  -0.47308  -2.28815  7.97303  0.229